{
  "formula": "C30H74BrNO9P2",
  "method": "ωB97M-V/def2-TZVPD",
  "symbols": ["C", "C", "O", "P", "O", "C", "C", "N", "C", "C", "C", "O", "C", "C", "C", "C", "Br", "P", "C", "C", "O", "C", "C", "H", "H", "H", "H", "H", "H", "H", "H", "H", "H", "H", "H", "H", "H", "H", "H", "H", "H", "H", "H", "H", "H", "H", "H", "H", "H", "H", "H", "H", "H", "H", "H", "H", "H", "C", "C", "C", "O", "H", "H", "H", "H", "H", "H", "H", "H", "C", "C", "C", "O", "H", "H", "H", "H", "H", "H", "H", "H", "C", "C", "C", "O", "H", "H", "H", "H", "H", "H", "H", "H", "C", "C", "C", "O", "H", "H", "H", "H", "H", "H", "H", "H", "C", "C", "C", "O", "H", "H", "H", "H", "H", "H", "H", "H"],
  "coordinates": [[-0.30461, -7.50737, 2.28819], [-0.84524, -6.68203, 1.13042], [-0.96305, -7.53489, -0.02154], [-0.99923, -6.84705, -1.45579], [0.27318, -6.25000, -1.85900], [-2.36833, -5.68978, -1.48566], [-1.90799, -4.22761, -1.55768], [-2.95278, -3.27385, -1.18814], [-3.01043, -3.00805, 0.24526], [-2.00389, -1.92748, 0.69735], [-2.50573, -1.18031, 1.92296], [-1.76772, -1.06108, -0.39453], [-0.41604, -0.84379, -0.72146], [0.36635, -0.12847, 0.38026], [1.87391, -0.11660, 0.07777], [2.44668, 1.27389, -0.08785], [2.84575, -1.01153, 1.52519], [-0.34725, 0.21010, -2.25963], [0.46972, -0.88005, -3.48264], [-2.07888, 0.23362, -2.84588], [-1.52983, -8.04574, -2.33608], [-1.04033, -9.39131, -2.14453], [0.42962, -9.53259, -2.45476], [0.72819, -7.25690, 2.50874], [-0.90255, -7.34956, 3.18241], [-0.37507, -8.56303, 2.03997], [-1.82335, -6.26356, 1.36986], [-0.17542, -5.85127, 0.90410], [-3.02058, -5.84381, -0.62408], [-2.95065, -5.93034, -2.37526], [-1.04762, -4.07018, -0.90851], [-1.59222, -4.01605, -2.57665], [-3.84982, -3.66498, -1.45072], [-4.02428, -2.71490, 0.51375], [-2.78543, -3.90790, 0.83992], [-1.07141, -2.42747, 0.98380], [-1.97362, -0.23645, 2.01790], [-3.57092, -0.96906, 1.83940], [-2.31512, -1.75897, 2.82464], [0.07374, -1.80813, -0.92024], [0.02177, 0.90380, 0.45117], [0.21133, -0.63094, 1.33202], [2.07760, -0.70892, -0.81198], [1.92493, 1.76500, -0.90847], [2.28079, 1.85556, 0.81816], [3.51637, 1.24062, -0.27421], [0.32000, -0.43542, -4.46518], [1.53909, -0.85868, -3.28016], [0.12975, -1.91572, -3.50297], [-2.67600, -0.58894, -2.45933], [-2.09218, 0.21386, -3.93456], [-2.52045, 1.17160, -2.51865], [-1.62802, -9.99133, -2.83380], [-1.27477, -9.70455, -1.13020], [0.66026, -10.59023, -2.57720], [1.05792, -9.12430, -1.66751], [0.65803, -9.02184, -3.38708], [0.30253, -2.07814, 5.80985], [-0.03799, -3.36118, 5.06804], [0.90606, -4.49208, 5.43840], [-0.04342, -3.13551, 3.65965], [1.31232, -1.75006, 5.54810], [-0.39154, -1.28369, 5.53639], [0.26091, -2.22288, 6.89039], [-1.06445, -3.65309, 5.30151], [1.93251, -4.22695, 5.17015], [0.64174, -5.40392, 4.90530], [0.87711, -4.69417, 6.50982], [0.85084, -2.87730, 3.40345], [-2.02311, 5.53856, 1.09842], [-1.72606, 4.08241, 0.78615], [-2.75096, 3.14785, 1.41166], [-0.41056, 3.72576, 1.22555], [-1.98199, 5.70705, 2.17940], [-1.28433, 6.18988, 0.63044], [-3.01604, 5.82274, 0.74607], [-1.72681, 3.93308, -0.29508], [-2.73476, 3.24817, 2.50159], [-2.52326, 2.11033, 1.16303], [-3.75939, 3.37727, 1.06396], [-0.40683, 3.82609, 2.18427], [6.71357, 2.38788, -1.47936], [6.80231, 1.98202, -0.01790], [8.21720, 1.60963, 0.39411], [5.89309, 0.91792, 0.26008], [7.02525, 1.55699, -2.12047], [5.69397, 2.65707, -1.74780], [7.35638, 3.24273, -1.69463], [6.44966, 2.80579, 0.60658], [8.56698, 0.75615, -0.19405], [8.24977, 1.33135, 1.44730], [8.90665, 2.43887, 0.22983], [6.15033, 0.15506, -0.27011], [-4.99880, 8.82973, 0.18032], [-6.01006, 7.71031, -0.00766], [-7.39888, 8.11374, 0.45950], [-5.57703, 6.52194, 0.65368], [-4.91614, 9.08797, 1.24012], [-4.01470, 8.51931, -0.17018], [-5.29619, 9.72671, -0.36412], [-6.05007, 7.43301, -1.06275], [-7.38209, 8.35303, 1.52675], [-8.10562, 7.29888, 0.30586], [-7.75657, 8.99245, -0.07839], [-5.52452, 6.71128, 1.59747], [3.08737, 5.85868, -4.27430], [3.95819, 5.55230, -3.06701], [4.67120, 6.79128, -2.55005], [4.89417, 4.51713, -3.36509], [3.70240, 6.23799, -5.09585], [2.58054, 4.95723, -4.61712], [2.33579, 6.61277, -4.03780], [3.33764, 5.13417, -2.27197], [5.33085, 7.19645, -3.32316], [5.27917, 6.54646, -1.67940], [3.95945, 7.56903, -2.27079], [5.47206, 4.83140, -4.06946]],
  "atomic_forces_ev_per_a": [[-0.207, 0.072, 0.045], [0.274, -0.030, 0.173], [-0.223, 0.056, 0.381], [0.001, 0.019, -0.209], [0.345, 0.237, -0.071], [-0.069, 0.156, -0.098], [-0.198, 0.187, 0.000], [-0.298, -0.382, 0.275], [0.264, -0.152, 0.068], [0.010, -0.343, -0.058], [0.041, 0.067, -0.064], [-0.106, 0.466, 0.324], [0.062, -0.179, 0.075], [0.211, -0.101, 0.002], [-0.320, 0.355, -0.119], [0.030, 0.003, 0.140], [0.149, -0.288, 0.088], [0.215, 0.600, -0.332], [0.027, -0.148, 0.052], [-0.223, -0.109, 0.069], [-0.087, -0.341, -0.004], [-0.128, -0.018, -0.205], [0.008, -0.041, -0.048], [0.109, -0.078, 0.007], [0.044, 0.078, 0.129], [0.055, -0.077, -0.035], [-0.112, -0.074, -0.077], [0.028, 0.034, -0.067], [0.039, -0.104, 0.077], [-0.115, -0.018, -0.018], [0.094, 0.072, -0.037], [0.225, -0.011, -0.042], [0.007, 0.121, -0.190], [-0.066, 0.175, -0.119], [-0.103, -0.048, 0.074], [0.104, 0.015, -0.167], [0.034, 0.052, 0.048], [-0.066, 0.086, 0.017], [-0.080, -0.098, 0.069], [0.020, -0.082, -0.045], [-0.106, 0.050, 0.182], [-0.169, 0.060, 0.075], [0.153, -0.166, 0.062], [0.005, 0.047, -0.076], [-0.057, 0.053, 0.029], [0.067, 0.022, -0.082], [0.012, 0.009, -0.083], [0.106, -0.113, -0.045], [-0.090, -0.035, 0.044], [0.038, -0.110, -0.026], [0.069, 0.053, -0.071], [-0.148, 0.036, -0.003], [-0.081, -0.011, -0.040], [-0.015, -0.017, 0.095], [0.067, -0.061, 0.045], [0.036, 0.090, 0.022], [0.072, 0.032, -0.051], [-0.038, 0.029, -0.031], [0.020, 0.098, 0.089], [0.007, -0.025, -0.063], [0.026, -0.088, -0.057], [0.009, -0.011, 0.018], [-0.006, 0.001, -0.003], [0.003, -0.008, 0.002], [-0.007, -0.009, 0.007], [0.009, 0.007, 0.026], [-0.017, -0.040, -0.027], [-0.001, 0.009, 0.008], [-0.009, 0.071, -0.121], [0.043, 0.066, -0.046], [-0.111, -0.107, 0.194], [0.008, -0.041, -0.050], [-0.091, 0.048, -0.120], [-0.032, -0.015, 0.004], [0.011, -0.013, -0.004], [-0.011, -0.012, 0.005], [0.134, -0.008, -0.008], [-0.026, 0.021, 0.000], [-0.003, 0.010, -0.015], [-0.003, 0.016, 0.003], [0.099, -0.029, -0.004], [-0.036, -0.034, 0.014], [0.019, 0.007, -0.119], [-0.031, -0.051, 0.042], [0.025, -0.015, 0.071], [0.045, 0.007, 0.012], [0.006, 0.026, -0.003], [0.012, 0.001, 0.001], [-0.002, 0.004, 0.009], [0.018, 0.019, -0.019], [-0.006, 0.003, 0.003], [-0.001, 0.009, -0.011], [-0.004, -0.003, 0.015], [0.046, -0.049, 0.007], [-0.010, 0.087, 0.014], [-0.010, -0.067, 0.016], [0.014, -0.029, 0.003], [-0.018, 0.025, -0.003], [0.000, -0.004, -0.005], [-0.011, 0.004, -0.001], [0.001, -0.008, -0.005], [0.001, 0.031, -0.006], [0.001, -0.003, -0.005], [0.008, 0.010, -0.004], [-0.004, -0.017, -0.004], [0.013, -0.065, -0.025], [-0.031, 0.065, -0.013], [0.050, -0.041, 0.020], [-0.006, 0.011, -0.011], [-0.008, 0.029, 0.006], [-0.003, -0.004, 0.007], [0.001, 0.010, 0.009], [-0.002, -0.008, 0.005], [-0.021, 0.022, -0.007], [-0.003, -0.005, 0.004], [-0.011, 0.002, -0.005], [-0.007, -0.009, -0.001]],
  "lowdin_charge": [-0.056, -0.258, -0.217, 0.447, -0.243, -0.191, -0.250, -0.056, -0.164, -0.380, -0.024, -0.165, -0.491, -0.261, -0.736, -0.155, 0.684, 0.949, -0.300, -0.284, -0.203, -0.258, -0.078, 0.074, 0.071, 0.077, 0.104, 0.116, 0.094, 0.099, 0.101, 0.113, 0.105, 0.117, 0.111, 0.131, 0.067, 0.080, 0.073, 0.121, 0.100, 0.068, 0.070, 0.061, 0.079, 0.045, 0.030, 0.023, 0.036, 0.027, 0.033, 0.021, 0.116, 0.108, 0.078, 0.074, 0.085, -0.057, -0.502, -0.056, -0.072, 0.083, 0.077, 0.079, 0.136, 0.085, 0.066, 0.081, 0.060, -0.060, -0.495, -0.053, -0.062, 0.082, 0.079, 0.060, 0.137, 0.083, 0.063, 0.081, 0.084, -0.061, -0.500, -0.064, -0.077, 0.084, 0.062, 0.080, 0.138, 0.080, 0.077, 0.078, 0.090, -0.062, -0.504, -0.063, -0.065, 0.082, 0.076, 0.079, 0.137, 0.081, 0.079, 0.079, 0.087, -0.063, -0.501, -0.063, -0.062, 0.080, 0.079, 0.079, 0.138, 0.080, 0.078, 0.079, 0.089],
  "fmax_ev_per_a": 0.718,
  "smiles": "CCOP(=O)(CCNC[C@H](C)O[C@H](C[C@@H](C)Br)P(C)C)OCC.CC(C)O.CC(C)O.CC(C)O.CC(C)O.CC(C)O",
  "lumo_energy_ev": 0.74,
  "homo_lumo_gap_ev": 8.59,
  "homo_energy_ev": -7.857,
  "de_lowest_kj_mol": 0.00,
  "total_energy_ev": -140849.722
}